# 1
The following is a quantum chemistry calculation of a single CH2INO molecule in a non-equilibrium geometry, from the OMol25 dataset.

Each atom is followed by the atoms it is bonded to, with distances in Å.
Cartesian coordinates (Å):
1 N -0.33198 0.19653 -0.01956  C2 1.306, H5 1.027, H6 1.009
2 C -1.41175 0.92797 -0.08579  N1 1.306, O3 1.347, I4 2.194
3 O -1.39540 2.26944 0.03502  C2 1.347
4 I -3.27529 -0.22667 0.00090  C2 2.194
5 H 0.47830 0.72908 0.31958  N1 1.027
6 H -0.29982 -0.75680 0.31071  N1 1.009

Results
Gap between HOMO and LUMO (eV): 9.84
Energy above the lowest of the compared OMol25 structures with the same formula, charge and spin (kJ/mol): 91.2
Spin multiplicity: 1
SMILES string: NC(=O)I
HOMO level (eV): -9.891
LUMO level (eV): -0.05

Atom-resolved charges from natural (NBO), all expressed in e: -0.81, 0.55, -0.61, 0.05, 0.41, 0.41

# 2
The following is a quantum chemistry calculation of a single CH2INO molecule in a non-equilibrium geometry, from the OMol25 dataset.

Each atom is followed by the atoms it is bonded to, with distances in Å.
Cartesian coordinates (Å):
1 C 0.12050 0.42912 -0.02888  N2 1.579, I4 2.142, H5 1.082, H6 1.088
2 N -0.02489 -1.10210 -0.38612  C1 1.579, O3 1.191
3 O 0.65689 -1.83926 0.25516  N2 1.191
4 I -1.94928 0.97691 0.03047  C1 2.142
5 H 0.62002 0.97230 -0.82023  C1 1.082
6 H 0.57676 0.56303 0.94961  C1 1.088

Results
Gap between HOMO and LUMO (alpha / beta) (eV): 8.52 / 8.52
Energy above the lowest of the compared OMol25 structures with the same formula, charge and spin (kJ/mol): 14.7
Spin multiplicity: 3
HOMO level (alpha / beta) (eV): -8.334 / -9.946
LUMO level (alpha / beta) (eV): 0.18 / -1.43
⟨S²⟩: 2.007

Atom-resolved charges from natural (NBO), all expressed in e: -0.41, 0.02, -0.19, 0.12, 0.23, 0.23

# 3
The following is a quantum chemistry calculation of a single CH2INO2 molecule in a non-equilibrium geometry, from the OMol25 dataset.

Each atom is followed by the atoms it is bonded to, with distances in Å.
Cartesian coordinates (Å):
1 N 0.13700 -0.18473 0.15759  C2 1.311, H6 1.045, H7 0.985
2 C 0.95341 -0.74873 1.01506  N1 1.311, O3 1.158, O4 1.764
3 O 0.97794 -1.55741 1.84353  C2 1.158
4 O 2.55374 -0.16470 0.55723  C2 1.764, I5 1.876
5 I 3.86522 -0.95492 1.64094  O4 1.876
6 H -0.82492 -0.59034 0.19943  N1 1.045
7 H 0.19264 0.08896 -0.78657  N1 0.985

Results
Gap between HOMO and LUMO (eV): 8.65
Energy above the lowest of the compared OMol25 structures with the same formula, charge and spin (kJ/mol): 138.4
Spin multiplicity: 1
SMILES string: NC(=O)OI
HOMO level (eV): -8.571
LUMO level (eV): 0.08

Atom-resolved charges from natural (NBO), all expressed in e: -0.83, 0.94, -0.50, -0.89, 0.44, 0.40, 0.44

It is found that the calculated total energy values, taken in the order of the records, are -466.97885; -466.85372; -542.17376 Eh.